{
  "formula": "C31H29BrN2OPPdS",
  "method": "the ωB97M-V functional and the def2-TZVPD basis",
  "homo_ev": [-16.4, -16.4],
  "relative_energy_kcal_mol": 9.5,
  "total_energy_ev": -131265.8287,
  "charge": 3,
  "symbols": ["Pd", "Br", "C", "C", "C", "C", "C", "C", "C", "C", "C", "C", "H", "H", "H", "H", "H", "H", "N", "P", "C", "C", "C", "C", "C", "C", "C", "C", "C", "C", "C", "C", "C", "C", "C", "C", "C", "N", "H", "H", "H", "H", "H", "H", "H", "H", "H", "H", "H", "H", "H", "H", "H", "O", "S", "C", "C", "C", "C", "H", "H", "H", "H", "H", "H", "H", "H"],
  "coordinates": [[0.0886, -0.6567, 0.0917], [-0.9267, -2.5486, 1.4299], [0.5930, -3.6841, 1.2299], [0.5430, -4.9483, 1.7318], [1.7091, -5.7391, 1.6397], [2.8405, -5.2157, 1.0832], [2.8738, -3.8919, 0.5731], [4.0583, -3.3431, 0.0336], [4.0920, -2.0527, -0.4186], [2.9256, -1.2619, -0.3877], [1.7515, -1.7757, 0.0959], [1.6979, -3.0928, 0.6274], [-0.3476, -5.3404, 2.2042], [1.6949, -6.7469, 2.0296], [3.7447, -5.8084, 1.0286], [4.9487, -3.9584, 0.0025], [5.0087, -1.6264, -0.8027], [2.9970, -0.2483, -0.7566], [0.3036, 0.9328, -2.4457], [0.0824, -0.6962, -2.2156], [1.2091, -1.5363, -3.2500], [2.4429, -0.9215, -3.5426], [3.3112, -1.5292, -4.4244], [2.9685, -2.7529, -4.9981], [1.7557, -3.3673, -4.7041], [0.8660, -2.7690, -3.8330], [-1.5607, -1.3187, -2.3322], [-2.6504, -0.6685, -2.9419], [-3.8871, -1.2873, -3.0222], [-4.0715, -2.5427, -2.4845], [-3.0143, -3.2080, -1.8778], [-1.7765, -2.6164, -1.8043], [0.8014, 1.7388, -1.4244], [1.1275, 3.0730, -1.6046], [1.6617, 3.7674, -0.5351], [1.8519, 3.1257, 0.6888], [1.4969, 1.8045, 0.8006], [0.9960, 1.1276, -0.2514], [0.4476, 1.2708, -3.3910], [2.7132, 0.0282, -3.0981], [4.2505, -1.0548, -4.6733], [3.6510, -3.2270, -5.6915], [1.4956, -4.3066, -5.1725], [-0.0896, -3.2354, -3.6410], [-2.5244, 0.3109, -3.3897], [-4.7005, -0.7789, -3.5219], [-5.0382, -3.0254, -2.5497], [-3.1600, -4.2037, -1.4799], [-0.9529, -3.1782, -1.3775], [0.9611, 3.5516, -2.5605], [1.9307, 4.8090, -0.6524], [2.2746, 3.6392, 1.5401], [1.6237, 1.2497, 1.7208], [-1.6101, 0.6038, 0.4878], [-3.1407, 0.4320, 0.4614], [-3.8125, 2.1141, 0.3813], [-3.9691, 2.5995, 1.8174], [-4.4969, 1.3950, 2.5920], [-3.5832, 0.2284, 2.2163], [-4.7741, 2.0219, -0.1278], [-3.1308, 2.6851, -0.2488], [-4.6472, 3.4499, 1.8629], [-3.0052, 2.9191, 2.2183], [-5.5277, 1.1772, 2.3081], [-4.4822, 1.5498, 3.6696], [-4.0248, -0.7558, 2.3591], [-2.6212, 0.2977, 2.7303]],
  "forces_ev_per_a": [[-0.030, 0.243, 0.581], [0.061, 0.380, -0.203], [-0.428, -0.204, 0.198], [0.159, -0.132, 0.006], [-0.153, 0.070, 0.022], [0.076, 0.079, -0.054], [0.013, -0.084, 0.034], [0.037, 0.023, -0.025], [-0.079, 0.032, 0.041], [0.215, -0.091, 0.022], [0.005, 0.393, -0.120], [0.417, -0.002, -0.211], [-0.013, 0.013, -0.007], [0.012, -0.003, -0.002], [-0.001, -0.003, 0.006], [0.001, 0.003, -0.005], [0.011, -0.007, 0.006], [-0.053, -0.025, 0.009], [-0.071, 0.217, 0.025], [-0.178, -0.459, -0.095], [-0.048, -0.002, 0.013], [0.016, -0.092, -0.070], [-0.047, 0.039, 0.046], [0.004, -0.031, -0.017], [-0.031, -0.040, -0.015], [0.116, 0.032, -0.037], [-0.908, -0.641, 0.008], [0.578, 0.404, -0.002], [0.122, 0.376, -0.146], [-0.216, -0.315, 0.078], [-0.091, -0.203, 0.053], [0.510, 0.287, -0.269], [-0.003, -0.003, -0.039], [0.017, 0.061, -0.017], [-0.008, -0.042, 0.020], [0.002, -0.016, -0.017], [0.008, 0.035, 0.067], [-0.195, -0.322, 0.087], [-0.032, -0.041, -0.021], [-0.008, -0.009, -0.014], [0.003, -0.007, -0.007], [0.002, 0.005, 0.001], [0.014, 0.002, -0.006], [-0.007, 0.017, 0.008], [0.023, 0.018, 0.072], [0.002, 0.003, 0.006], [-0.001, 0.025, -0.006], [0.019, 0.007, -0.002], [0.004, 0.028, 0.042], [-0.003, -0.005, 0.002], [-0.002, 0.001, 0.003], [0.001, 0.009, -0.005], [-0.009, -0.005, -0.001], [0.577, 0.240, -0.126], [-0.395, -0.214, 0.090], [0.129, -0.003, -0.020], [-0.004, -0.016, 0.024], [0.007, 0.003, -0.043], [-0.101, 0.028, 0.022], [-0.005, -0.021, 0.001], [-0.033, 0.028, 0.001], [-0.002, 0.000, -0.008], [-0.004, 0.003, -0.012], [-0.002, 0.009, -0.003], [0.008, 0.005, -0.001], [0.015, -0.010, 0.043], [-0.023, -0.066, -0.012]],
  "nbo_charge": [0.823, 0.258, -0.090, -0.185, -0.175, -0.116, -0.071, -0.108, -0.196, -0.241, -0.114, -0.082, 0.259, 0.263, 0.252, 0.253, 0.250, 0.224, -0.940, 1.722, -0.448, -0.171, -0.187, -0.088, -0.196, -0.146, -0.554, -0.088, -0.211, -0.113, -0.195, -0.184, 0.401, -0.258, -0.065, -0.231, 0.065, -0.440, 0.462, 0.221, 0.255, 0.258, 0.259, 0.239, 0.228, 0.258, 0.257, 0.251, 0.224, 0.263, 0.270, 0.276, 0.245, -1.056, 1.202, -0.573, -0.417, -0.415, -0.581, 0.258, 0.258, 0.264, 0.220, 0.231, 0.263, 0.258, 0.249]
}